# 1
{"formula": "C10H11IO", "method": "ωB97M-V with the def2-TZVPD basis set", "max_force_ha_per_bohr": 0.1005, "e_lumo_ev": -0.63, "charge": 0, "e_tot_ha": -760.3981, "relative_energy_kj_mol": 379.7, "homo_lumo_gap_ev": 7.37, "symbols": ["C", "C", "C", "C", "C", "C", "C", "C", "C", "C", "O", "I", "H", "H", "H", "H", "H", "H", "H", "H", "H", "H", "H"], "xyz": [[2.417, -1.442, 1.231], [2.222, -0.103, 1.319], [1.909, -2.238, 0.215], [1.397, 0.545, 0.435], [1.123, -1.564, -0.770], [0.885, -0.205, -0.662], [0.028, 0.443, -1.651], [-2.179, 0.221, -0.859], [-3.450, 0.250, -1.245], [-1.613, 0.040, 0.474], [-1.101, 1.303, 0.893], [-4.948, -0.275, 0.116], [3.113, -1.876, 1.913], [2.826, 0.467, 2.084], [2.087, -3.219, 0.108], [1.171, 1.597, 0.399], [0.677, -2.008, -1.563], [-0.143, -0.238, -2.390], [-0.073, 1.524, -1.676], [-3.863, 0.578, -2.185], [-0.952, -0.901, 0.440], [-2.378, -0.252, 1.155], [-1.334, 1.364, 1.804]], "atomic_forces_ev_per_a": [[0.76, -2.04, -0.41], [0.62, 2.53, 1.20], [-1.90, 4.66, -1.15], [0.15, -0.60, -1.73], [1.97, 0.66, 3.27], [-0.20, 1.46, 0.92], [-1.73, 0.67, 2.84], [1.39, 0.33, -0.93], [1.79, 0.26, 0.03], [-0.56, -1.65, 0.10], [0.39, -0.66, -0.83], [-0.58, -0.02, 0.22], [0.24, -0.40, 0.52], [-1.04, -0.62, -0.78], [0.73, -3.36, -0.07], [0.30, 0.11, 0.47], [-1.06, -1.88, -2.31], [-0.62, -0.73, -2.86], [0.29, -0.35, -0.56], [0.17, -0.26, -0.21], [-0.18, 1.77, 0.42], [-0.81, -0.18, 0.79], [-0.10, 0.29, 1.06]], "lowdin_charge": [-0.1013, -0.0910, -0.0235, -0.0398, -0.0212, -0.3224, 0.1104, -0.1491, -0.6138, -0.3667, -0.0523, 0.7939, 0.0981, 0.1299, 0.0620, 0.1115, 0.0807, 0.0348, 0.0886, 0.0151, 0.1368, 0.0345, 0.0849]}

***

# 2
{"formula": "C10H11IO", "method": "ωB97M-V with the def2-TZVPD basis set", "max_force_ha_per_bohr": 0.0744, "e_lumo_ev": 0.23, "charge": 0, "e_tot_ha": -760.5405, "relative_energy_kj_mol": 5.6, "homo_lumo_gap_ev": 9.33, "symbols": ["C", "C", "C", "C", "C", "C", "C", "C", "C", "C", "O", "I", "H", "H", "H", "H", "H", "H", "H", "H", "H", "H", "H"], "xyz": [[-0.989, -1.779, -1.135], [-0.665, -1.580, 0.332], [-1.358, -0.450, 1.059], [-0.503, 0.704, 0.563], [-0.871, 2.031, 0.512], [0.026, 2.976, 0.000], [1.294, 2.534, -0.405], [1.666, 1.173, -0.285], [0.796, 0.340, 0.310], [0.871, -1.187, 0.416], [1.701, -1.686, -0.667], [2.022, -1.939, 2.217], [-0.573, -1.130, -1.941], [-2.069, -1.499, -1.065], [-0.613, -2.745, -1.337], [-0.739, -2.512, 0.947], [-1.233, -0.562, 2.135], [-2.417, -0.405, 0.641], [-1.911, 2.360, 0.592], [-0.308, 3.972, -0.124], [1.930, 3.145, -0.938], [2.617, 0.794, -0.849], [1.327, -2.554, -0.978]], "atomic_forces_ev_per_a": [[-1.33, 1.99, 0.41], [3.19, -1.05, 1.84], [-0.37, 0.44, -2.00], [-1.10, 1.08, 1.93], [-0.48, 0.77, -1.20], [0.87, -1.76, 0.28], [-1.38, -1.73, 0.69], [2.53, 1.53, -1.87], [-0.59, -2.89, 0.14], [1.06, 0.14, -1.54], [-1.60, -0.67, 0.48], [-0.85, 0.48, -0.37], [0.10, 0.06, 1.24], [0.32, -1.48, -1.15], [-0.87, -1.45, -0.82], [-0.42, 0.32, -0.97], [-0.57, 0.01, 0.03], [1.07, 0.21, 1.24], [0.24, -0.32, 0.48], [-0.03, 0.91, -0.18], [1.27, 1.49, -0.87], [-1.77, 0.72, 1.58], [0.70, 1.20, 0.64]], "lowdin_charge": [-0.0432, -0.3770, -0.0889, -0.1982, -0.0258, -0.0596, -0.0561, -0.0170, -0.2338, -0.6901, -0.1467, 0.7262, 0.1123, 0.0991, 0.0613, 0.1314, 0.1225, 0.1419, 0.1161, 0.0886, 0.0712, 0.1608, 0.1050]}